Molecular formula: C48H54BF2MoN8OP3Si
Method: DFT, ωB97M-V/def2-TZVPD

Properties
Orbital gap (alpha / beta)   0.282 / 0.243 Eh
Lowest unoccupied orbital energy (alpha / beta)   -4.37 / -5.42 eV
E_tot   -3980.83371 Eh

```
! wB97M-V def2-TZVPD RIJCOSX def2/J DEFGRID3
* xyz 2 3
Mo 0.773 -0.285 -0.067
C -1.716 3.269 -1.090
Si -0.975 1.506 -1.306
C 0.052 1.776 -2.906
C -0.559 2.450 -3.962
C 0.139 2.815 -5.099
C 1.493 2.529 -5.205
C 2.122 1.840 -4.187
C 1.402 1.456 -3.054
P 2.253 0.375 -1.869
C 2.564 -1.076 -2.928
C 1.669 -1.347 -3.961
C 1.779 -2.516 -4.693
C 2.782 -3.427 -4.403
C 3.663 -3.178 -3.362
C 3.545 -2.017 -2.617
C 3.851 1.254 -1.659
C 3.745 2.493 -1.023
C 4.872 3.241 -0.737
C 6.126 2.766 -1.089
C 6.236 1.564 -1.767
C 5.108 0.811 -2.061
C -2.319 0.184 -1.615
C -2.378 -0.536 -2.802
C -3.170 -1.669 -2.908
C -3.821 -2.160 -1.786
C -3.818 -1.429 -0.612
C -3.149 -0.213 -0.558
P -3.542 1.154 0.600
C -5.166 1.536 -0.200
C -6.140 0.589 -0.505
C -7.350 0.978 -1.052
C -7.591 2.311 -1.339
C -6.617 3.257 -1.068
C -5.419 2.874 -0.488
C -4.088 0.453 2.212
C -3.103 0.467 3.201
C -3.422 0.230 4.525
C -4.731 -0.051 4.884
C -5.715 -0.075 3.910
C -5.402 0.187 2.587
H -2.640 3.365 -1.653
H -1.027 4.031 -1.447
H -1.938 3.485 -0.049
H -1.608 2.688 -3.882
H -0.369 3.329 -5.901
H 2.049 2.833 -6.078
H 3.172 1.586 -4.265
H 0.882 -0.641 -4.190
H 1.088 -2.710 -5.500
H 2.877 -4.329 -4.986
H 4.444 -3.886 -3.132
H 4.215 -1.844 -1.784
H 2.765 2.880 -0.785
H 4.772 4.199 -0.249
H 7.010 3.336 -0.848
H 7.206 1.209 -2.080
H 5.218 -0.104 -2.622
H -1.805 -0.196 -3.654
H -3.282 -2.172 -3.860
H -4.365 -3.092 -1.843
H -4.342 -1.791 0.263
H -5.963 -0.462 -0.329
H -8.113 0.235 -1.242
H -8.536 2.605 -1.771
H -6.801 4.296 -1.294
H -4.671 3.617 -0.255
H -2.090 0.721 2.922
H -2.663 0.310 5.293
H -4.988 -0.207 5.921
H -6.739 -0.266 4.188
H -6.193 0.222 1.855
N -0.611 -3.408 -2.532
C -0.079 -2.659 -1.562
O -0.145 -1.426 -1.627
C 0.610 -3.321 -0.411
C 1.618 -2.334 0.198
H -1.173 -2.948 -3.236
H -0.611 -4.413 -2.494
H 1.083 -4.254 -0.732
H -0.158 -3.577 0.328
H 2.545 -2.462 -0.373
H 1.836 -2.694 1.214
F 0.954 2.838 0.349
B 0.167 1.750 0.515
F -0.577 1.946 1.624
C 4.213 -1.020 3.853
N 4.871 -0.379 2.635
C 5.122 1.096 2.949
N 3.937 1.730 3.368
C 3.395 1.085 4.547
N 3.065 -0.304 4.262
C 1.945 -0.420 3.347
P 2.277 0.292 1.649
C 3.999 -0.502 1.449
C 2.957 1.915 2.314
H 4.953 -1.027 4.659
H 3.951 -2.049 3.590
H 5.766 -0.845 2.453
H 5.510 1.565 2.040
H 5.872 1.137 3.744
H 2.498 1.611 4.873
H 4.135 1.118 5.350
H 1.095 0.130 3.763
H 1.657 -1.472 3.251
H 4.488 -0.017 0.595
H 3.856 -1.559 1.215
H 2.120 2.504 2.699
H 3.408 2.491 1.502
N -1.855 -2.398 4.554
C -2.380 -2.974 3.452
N -3.179 -4.035 3.596
N -2.091 -2.599 2.231
C -1.326 -1.709 1.761
N -0.613 -1.005 1.154
H -2.234 -2.637 5.457
H -1.471 -1.470 4.464
H -3.422 -4.402 4.498
H -3.523 -4.513 2.781
*
```